(1)
23
Properties=species:S:1:pos:R:3 method="wB97M-V/def2-TZVPD" smiles="C=CCCNCC.O" e_tot_ha=-367.50116 relative_energy_kj_mol=341.7 homo_energy_ev=-9.15
C -2.55 0.55 -1.15
C -2.24 -0.76 -0.85
C -0.94 -1.45 -0.36
C 0.44 -0.89 -0.77
N 0.81 0.55 -0.37
C 2.28 0.72 -0.07
C 2.57 0.53 1.38
H -3.49 0.95 -1.39
H -1.74 1.23 -1.45
H -2.96 -1.46 -1.24
H -0.94 -1.76 0.72
H -0.98 -2.50 -0.74
H 1.19 -1.45 -0.26
H 0.59 -0.97 -1.89
H 0.57 1.08 -1.13
H 2.92 0.13 -0.78
H 2.70 1.74 -0.58
H 3.69 0.58 1.60
H 2.15 -0.32 1.80
H 2.24 1.37 1.98
O -0.89 0.46 1.80
H -1.68 0.94 1.40
H -0.26 0.66 1.10

(2)
23
Properties=species:S:1:pos:R:3 method="wB97M-V/def2-TZVPD" smiles=CCCC[C@@](C)(N)O e_tot_ha=-367.60162 relative_energy_kj_mol=77.9 homo_energy_ev=-9.39
C -1.54 -0.99 1.53
C -2.02 -0.09 0.38
C -1.08 1.05 -0.06
C 0.01 0.78 -1.11
C 1.21 -0.09 -0.68
C 2.01 0.57 0.45
N 0.75 -1.39 -0.27
O 2.07 -0.30 -1.80
H -2.34 -1.14 2.25
H -0.70 -0.53 2.05
H -1.21 -1.96 1.19
H -2.94 0.40 0.71
H -2.29 -0.69 -0.48
H -0.62 1.49 0.83
H -1.72 1.83 -0.50
H 0.40 1.75 -1.43
H -0.44 0.31 -1.99
H 2.83 -0.08 0.73
H 1.38 0.71 1.32
H 2.41 1.53 0.13
H 1.41 -2.09 -0.62
H -0.15 -1.59 -0.69
H 2.58 0.50 -1.97

(3)
23
Properties=species:S:1:pos:R:3 method="wB97M-V/def2-TZVPD" smiles=CCNCC[C@H](C)O e_tot_ha=-367.57734 relative_energy_kj_mol=141.7 homo_energy_ev=-8.73
C 0.63 -1.76 -1.81
C 1.89 -1.00 -1.48
N 1.98 -0.39 -0.15
C 0.97 0.65 0.09
C 0.03 0.37 1.25
C -1.44 0.37 0.85
C -1.93 1.78 0.64
O -2.25 -0.28 1.86
H 0.52 -2.68 -1.26
H -0.28 -1.20 -1.58
H 0.56 -1.99 -2.87
H 2.13 -0.22 -2.20
H 2.75 -1.67 -1.61
H 1.93 -1.13 0.54
H 1.52 1.57 0.28
H 0.42 0.86 -0.82
H 0.07 1.11 2.07
H 0.26 -0.58 1.76
H -1.66 -0.25 -0.02
H -1.37 2.28 -0.15
H -1.85 2.39 1.54
H -2.98 1.82 0.33
H -1.91 -0.05 2.73

(4)
23
Properties=species:S:1:pos:R:3 method="wB97M-V/def2-TZVPD" smiles="C=CCCCCN.O" e_tot_ha=-367.49277 relative_energy_kj_mol=363.7 homo_energy_ev=-8.43
C -0.96 -3.47 0.36
C -1.46 -2.31 -0.18
C -0.49 -1.29 -0.72
C -0.92 0.11 -0.45
C -0.82 0.29 1.18
C 0.40 0.87 1.59
N 1.50 -0.05 1.99
H -1.57 -4.16 0.91
H 0.05 -3.82 0.28
H -2.47 -2.04 -0.46
H 0.55 -1.45 -0.31
H -0.29 -1.39 -1.91
H -1.93 0.34 -0.79
H -0.33 0.89 -0.97
H -1.67 0.95 1.21
H -1.19 -0.63 1.55
H 0.73 1.68 0.98
H 0.28 1.55 2.56
H 1.27 -1.06 1.87
H 2.42 0.19 1.64
O 2.45 4.82 -3.10
H 2.78 5.37 -3.72
H 1.63 4.62 -3.52

(5)
23
Properties=species:S:1:pos:R:3 method="wB97M-V/def2-TZVPD" e_tot_ha=-367.40048 relative_energy_kj_mol=606.0 homo_energy_ev=-7.96
C -1.51 0.18 -0.20
C -1.28 0.68 1.21
C -1.43 2.07 1.50
O 1.31 1.73 0.64
C -0.14 0.03 -0.84
N 0.69 -1.06 -0.24
C 0.23 -2.36 -0.67
C 2.08 -0.89 -0.61
H -2.06 -0.75 -0.24
H -2.09 0.90 -0.78
H -1.87 2.79 0.72
H -1.34 -0.08 2.01
H -0.27 1.55 1.18
H -1.66 2.36 2.51
H 1.48 2.68 0.80
H -0.19 -0.13 -2.01
H 0.43 0.96 -0.57
H -0.84 -2.52 -0.29
H 0.31 -2.49 -1.81
H 0.85 -3.12 -0.18
H 2.42 0.08 -0.27
H 2.23 -0.95 -1.70
H 2.66 -1.66 -0.13

(6)
23
Properties=species:S:1:pos:R:3 method="wB97M-V/def2-TZVPD" smiles="CC(N)=O.CC(C)C" e_tot_ha=-367.60358 relative_energy_kj_mol=72.8 homo_energy_ev=-9.89
C 0.59 -1.91 0.47
C -0.90 -1.90 0.72
N -1.74 -1.74 -0.39
O -1.41 -1.83 1.81
H 0.95 -0.87 0.33
H 0.76 -2.46 -0.47
H 1.05 -2.36 1.35
H -2.68 -1.71 -0.02
H -1.61 -2.10 -1.31
C 1.85 2.71 -0.66
C 1.01 1.47 -0.44
C -0.04 1.73 0.67
C 0.38 1.00 -1.75
H 1.18 3.53 -0.95
H 2.62 2.66 -1.43
H 2.37 2.93 0.27
H 1.56 0.65 0.01
H -1.00 1.25 0.44
H 0.41 1.47 1.64
H -0.18 2.80 0.80
H 1.16 0.54 -2.38
H -0.38 0.20 -1.75
H -0.02 1.86 -2.30

(7)
23
Properties=species:S:1:pos:R:3 method="wB97M-V/def2-TZVPD" smiles=NCCCCCCO e_tot_ha=-367.50416 relative_energy_kj_mol=333.8 homo_energy_ev=-8.95
N 3.09 0.41 0.26
C 2.02 1.30 0.68
C 1.00 0.63 1.59
C 0.31 -0.66 1.02
C -0.59 0.00 -0.09
C -1.63 -1.02 -0.42
C -2.34 -0.81 -1.76
O -1.84 0.42 -2.25
H 2.71 0.02 -0.68
H 3.37 -0.26 0.96
H 1.32 1.40 -0.27
H 2.55 2.30 1.01
H 1.48 0.32 2.51
H 0.31 1.38 1.99
H 0.96 -1.39 0.45
H -0.21 -1.15 1.80
H 0.05 0.36 -0.94
H -1.12 0.94 0.38
H -1.26 -2.00 -0.32
H -2.44 -0.96 0.40
H -1.83 -1.54 -2.52
H -3.50 -0.90 -1.57
H -2.41 1.21 -2.21

(8)
23
Properties=species:S:1:pos:R:3 method="wB97M-V/def2-TZVPD" smiles=CC[C@@](C)(N)COC e_tot_ha=-367.51866 relative_energy_kj_mol=295.7 homo_energy_ev=-8.46
C 2.30 1.50 0.69
C 1.36 0.37 1.07
C -0.13 0.33 0.05
C -1.32 0.53 0.97
N -0.12 1.25 -1.02
C 0.22 -1.07 -0.31
O -0.67 -1.44 -1.66
C -1.90 -2.06 -1.44
H 2.86 1.26 -0.21
H 3.02 1.69 1.49
H 1.76 2.44 0.53
H 0.94 0.55 2.06
H 1.97 -0.53 1.22
H -1.33 1.53 1.40
H -2.25 0.38 0.41
H -1.31 -0.20 1.79
H 0.50 1.00 -1.78
H -0.27 2.21 -0.76
H 1.20 -1.22 -0.77
H -0.05 -1.82 0.43
H -2.42 -2.29 -2.39
H -2.58 -1.40 -0.87
H -1.79 -3.01 -0.90

(9)
23
Properties=species:S:1:pos:R:3 method="wB97M-V/def2-TZVPD" smiles="C=C(C)CCCN.O" e_tot_ha=-367.56803 relative_energy_kj_mol=166.1 homo_energy_ev=-9.23
C -2.03 0.78 -0.84
C -0.90 1.31 -0.41
C -0.74 2.68 0.16
C 0.37 0.55 -0.70
C 1.04 -0.06 0.57
C 0.11 -0.93 1.38
N -0.22 -2.17 0.64
H -2.16 -0.20 -1.32
H -2.99 1.28 -0.80
H -1.04 2.74 1.22
H -1.37 3.43 -0.33
H 0.30 3.01 0.07
H 0.19 -0.25 -1.42
H 1.15 1.21 -1.05
H 1.47 0.69 1.24
H 1.88 -0.68 0.25
H 0.53 -1.23 2.35
H -0.83 -0.49 1.66
H -1.10 -2.04 0.16
H -0.06 -3.08 1.04
O 2.15 -2.44 -1.51
H 1.53 -2.44 -0.76
H 2.73 -1.68 -1.59

(10)
23
Properties=species:S:1:pos:R:3 method="wB97M-V/def2-TZVPD" e_tot_ha=-367.19806 relative_energy_kj_mol=1137.5 homo_energy_ev=-8.05
C 1.15 1.96 0.71
O 2.91 -0.53 0.65
C 0.20 1.14 0.28
C 0.19 -0.32 0.86
C -1.14 -0.60 1.46
C 0.55 -1.33 -0.40
C -0.13 -0.95 -1.75
N -2.15 1.39 -0.75
H 2.00 1.40 1.16
H 1.19 3.09 0.75
H 3.83 -0.86 0.74
H -0.68 1.22 -0.42
H 0.99 -0.45 1.56
H -1.38 0.03 2.48
H -1.26 -1.69 1.56
H -1.91 -0.39 0.65
H 1.60 -1.42 -0.56
H 0.31 -2.52 -0.18
H -0.03 -1.74 -2.60
H -1.31 -0.90 -1.51
H 0.13 0.05 -2.29
H -2.06 1.49 -1.71
H -2.99 1.92 -0.69